C33H30Cl4N3O4SeZr | ωB97M-V/def2-TZVPD

Last column: Löwdin charge in e.
Geometry (Å):
Zr1 -0.595 0.181 0.039  1.92
C1 -1.134 -2.671 1.828  -0.06
N1 -0.094 -1.646 1.633  -0.27
C2 1.167 -2.321 1.194  -0.19
C3 1.077 -3.216 -0.037  -0.17
C4 0.287 -2.726 -1.255  -0.19
N2 0.351 -1.284 -1.485  -0.06
C5 0.999 -0.888 -2.515  -0.07
C6 1.125 0.485 -2.995  -0.12
C7 2.014 0.699 -4.053  -0.01
C8 2.216 1.958 -4.582  -0.08
C9 1.495 3.032 -4.069  -0.08
C10 0.587 2.844 -3.045  -0.01
C11 0.396 1.578 -2.490  -0.32
O1 -0.473 1.439 -1.488  -0.23
C12 0.170 -0.988 2.942  -0.19
C13 -0.982 -0.096 3.434  -0.14
C14 -0.827 1.399 3.114  -0.20
N3 -0.085 1.581 1.869  -0.08
C15 0.781 2.529 1.828  -0.07
C16 1.788 2.697 0.815  -0.15
C17 2.499 3.905 0.700  -0.06
C18 3.568 4.006 -0.153  -0.11
C19 3.990 2.866 -0.860  -0.07
C20 3.343 1.662 -0.737  0.00
C21 2.191 1.562 0.074  -0.33
O2 1.539 0.435 0.151  -0.23
H1 -0.799 -3.396 2.582  0.10
H2 -1.336 -3.185 0.895  0.07
H3 -2.068 -2.222 2.159  0.09
H4 1.527 -2.939 2.029  0.13
H5 1.899 -1.538 1.012  0.10
H6 0.662 -4.190 0.240  0.11
H7 2.110 -3.383 -0.350  0.04
H8 -0.770 -2.967 -1.145  0.09
H9 0.663 -3.253 -2.136  0.12
H10 1.512 -1.631 -3.126  0.10
H11 2.565 -0.147 -4.444  0.08
H12 2.927 2.097 -5.386  0.10
H13 1.642 4.026 -4.473  0.10
H14 0.018 3.667 -2.632  0.12
H15 1.087 -0.408 2.833  0.12
H16 0.368 -1.781 3.674  0.12
H17 -1.070 -0.206 4.516  0.11
H18 -1.926 -0.450 3.021  0.09
H19 -0.288 1.898 3.926  0.11
H20 -1.814 1.849 3.017  0.10
H21 0.818 3.230 2.668  0.13
H22 2.180 4.758 1.290  0.11
H23 4.098 4.943 -0.263  0.09
H24 4.851 2.937 -1.515  0.10
H25 3.671 0.765 -1.254  0.08
Cl1 -6.938 -2.733 0.246  0.64
C22 -5.627 -1.622 0.440  -0.71
C23 -5.801 -0.448 1.156  -0.72
Cl2 -7.333 -0.073 1.864  0.64
C24 -4.727 0.438 1.315  -0.61
Cl3 -4.889 1.893 2.238  0.68
C25 -3.495 0.157 0.746  -0.39
O3 -2.416 0.911 0.861  -0.25
C26 -3.319 -1.034 0.012  -0.40
O4 -2.111 -1.226 -0.473  -0.25
C27 -4.379 -1.918 -0.125  -0.61
Cl4 -4.103 -3.390 -0.991  0.69
Se1 4.212 -2.243 -1.865  0.46
C28 4.290 -1.925 -3.730  -0.78
C29 5.099 -0.906 -4.260  -0.18
C30 5.092 -0.599 -5.611  -0.13
C31 4.279 -1.301 -6.495  -0.14
C32 3.493 -2.332 -5.998  -0.12
C33 3.505 -2.643 -4.644  -0.19
H26 5.725 -0.341 -3.579  0.08
H27 5.722 0.204 -5.978  0.09
H28 4.265 -1.055 -7.550  0.08
H29 2.860 -2.902 -6.670  0.09
H30 2.891 -3.455 -4.271  0.08

Summary:
Net charge: -1
Energy above the lowest of the compared OMol25 structures with the same formula, charge and spin: 0.0000 eV
Gap between HOMO and LUMO: 0.2161 hartree
HOMO level: -3.7 eV